A.
DFT (wB97M-V/def2-TZVPD) results for a molecular structure, C5H8LiO3Ru.

Summary:
E_HOMO (alpha / beta)	-22.09 / -22.01	eV
2S+1	7
frontier orbital gap (alpha / beta)	7.3 / 4.0	eV
total charge	+3

The geometry in XYZ format:
```
18
C5H8LiO3Ru wB97M-V/def2-TZVPD
C 0.9110 1.0597 -2.3912
C 1.0293 2.4557 -2.1318
H 1.8462 0.5379 -2.6464
H 0.0423 0.7339 -2.9869
H 1.4557 3.1720 -2.8420
Ru 1.1087 2.7782 -0.0655
O -0.3159 -1.1962 0.5074
Li 0.2693 -3.4574 -0.7215
O 0.8952 -1.7547 -1.1964
C 0.4960 -0.8399 -0.4745
O 0.6391 0.4222 -0.6836
C -0.6871 -0.2449 1.5301
C -1.5112 -0.9625 2.5695
H 0.2383 0.1430 1.9752
H -1.2673 0.5492 1.0420
H -0.9177 -1.7358 3.0741
H -1.8349 -0.2303 3.3212
H -2.3969 -1.4301 2.1202
```

***

B.
DFT (wB97M-V/def2-TZVPD) results for a molecular structure, C5H8LiO3Ru.

Summary:
E_HOMO (alpha / beta)	-21.66 / -21.74	eV
2S+1	7
frontier orbital gap (alpha / beta)	9.7 / 4.0	eV
total charge	+3

The geometry in XYZ format:
```
18
C5H8LiO3Ru wB97M-V/def2-TZVPD
C 0.0071 0.0550 -0.5239
C 1.1836 0.3276 -0.2442
H -0.7179 -0.6597 -0.8910
H 1.7492 0.3847 -1.2504
H 0.7574 -0.6882 1.1363
Li -2.3015 1.5446 2.6004
O -0.9427 -1.8125 3.4944
Ru 0.9047 -3.2584 2.9026
O 0.4479 -1.3377 1.9699
C -0.7108 -1.0074 2.4891
O -1.3457 -0.0096 2.1760
C -1.8914 -1.4373 4.5348
C -1.9226 -2.5599 5.5365
H -1.5492 -0.4936 4.9767
H -2.8578 -1.2736 4.0428
H -0.9444 -2.6791 6.0199
H -2.6735 -2.3198 6.2996
H -2.1824 -3.5116 5.0559
```

***

Relative energy of each structure, in kJ/mol: A 0.0; B 106.6.

***

A.
DFT (wB97M-V/def2-TZVPD) results for 6 unconnected molecules or ions with the total composition CH14O5.

Summary:
E_HOMO	-11.33	eV
SMILES string	C.O.O.O.O.O
frontier orbital gap	11.9	eV
total charge	0

The geometry in XYZ format:
```
20
CH14O5 wB97M-V/def2-TZVPD
C 1.2880 -3.2044 0.2262
H 1.5987 -2.2495 -0.2121
H 1.3821 -3.9313 -0.5761
H 2.0750 -3.4335 0.9447
H 0.3348 -3.0478 0.7111
O 1.3531 3.1934 -0.7206
H 0.9258 2.9697 0.1239
H 1.9439 3.9070 -0.4696
O -1.1751 -0.8483 1.9165
H -1.6975 -1.5135 2.3989
H -1.2309 -1.1046 0.9954
O 0.4171 0.3432 -1.9872
H 0.5975 1.0120 -1.3234
H 1.2840 0.0030 -2.1881
O -1.7878 -1.4739 -1.0226
H -1.0139 -1.2388 -1.5392
H -2.4821 -1.7172 -1.6288
O -0.1387 2.0385 1.5138
H 0.3301 1.2188 1.5713
H -0.7062 1.9774 2.2959
```

***

B.
DFT (wB97M-V/def2-TZVPD) results for 6 unconnected molecules or ions with the total composition CH14O5.

Summary:
E_HOMO	-10.98	eV
SMILES string	C.O.O.O.O.O
frontier orbital gap	11.4	eV
total charge	0

The geometry in XYZ format:
```
20
CH14O5 wB97M-V/def2-TZVPD
C 1.5113 1.8246 1.5583
H 1.7515 2.6957 2.1589
H 1.7491 0.9536 2.1733
H 2.1448 1.7341 0.6804
H 0.4509 1.8342 1.3211
O -0.7048 -1.9345 -0.9815
H -1.0034 -1.4280 -0.2026
H -1.4370 -2.5165 -1.2031
O -1.9787 1.8286 -0.2110
H -2.5029 1.9449 -1.0104
H -1.1631 1.4339 -0.6158
O 1.7661 -3.4497 -0.7859
H 0.8860 -3.0401 -0.8407
H 2.2244 -3.0756 -1.5451
O 0.1367 0.6716 -1.5469
H 0.8945 1.1611 -1.2199
H 0.2180 -0.2868 -1.4554
O -1.7127 -0.5394 1.2528
H -2.2068 0.1816 0.8187
H -1.0237 0.0067 1.6548
```

***

C.
DFT (wB97M-V/def2-TZVPD) results for 6 unconnected molecules or ions with the total composition CH14O5.

Summary:
E_HOMO	-10.83	eV
SMILES string	C.O.O.O.O.O
frontier orbital gap	11.2	eV
total charge	0

The geometry in XYZ format:
```
20
CH14O5 wB97M-V/def2-TZVPD
C -3.1381 -2.0673 1.9139
H -3.0110 -2.7434 1.0645
H -3.5846 -1.0883 1.7590
H -3.7393 -2.6194 2.6310
H -2.1274 -1.9178 2.3685
O 0.8752 -0.7542 -1.1860
H 1.6186 -1.3639 -1.0631
H 0.3115 -1.2765 -1.7651
O 2.7392 3.0008 1.9195
H 2.3123 3.0528 1.0483
H 3.4266 3.6657 1.7792
O -1.9552 0.6317 -3.5294
H -2.6650 0.9141 -4.1231
H -1.9790 -0.3137 -3.7308
O 1.3894 1.9025 -0.3981
H 1.0272 2.5917 -0.9754
H 1.1466 1.1729 -0.9990
O 2.4961 -1.1738 0.8169
H 1.9180 -0.4029 0.8009
H 2.9390 -1.2110 1.6680
```

***

Relative energy of each structure, in kJ/mol: A 30.7; B 0.0; C 80.5.

***

A.
DFT (wB97M-V/def2-TZVPD) results for a gas-phase ion, C2H7N2O2 (charge +1).

Summary:
E_HOMO (alpha / beta)	-11.23 / -15.33	eV
2S+1	3
frontier orbital gap (alpha / beta)	7.9 / 7.0	eV
total charge	+1

The geometry in XYZ format:
```
13
C2H7N2O2 wB97M-V/def2-TZVPD
C 1.0081 0.0323 -0.0579
C -0.3172 0.7916 0.1779
N 1.2180 -1.2556 0.0359
N -1.4824 0.0757 -0.3592
O 0.1162 -1.8918 0.5271
O 2.0094 0.8671 -0.3483
H 0.0344 1.6536 -0.4063
H -0.4000 1.1412 1.2666
H 1.9742 -1.8318 -0.2366
H -2.2231 0.3876 0.1546
H -0.7501 -1.2971 0.4667
H -1.7188 0.2413 -1.3893
H 2.8997 0.5476 -0.3754
```

***

B.
DFT (wB97M-V/def2-TZVPD) results for a gas-phase ion, C2H7N2O2 (charge +1).

Summary:
E_HOMO (alpha / beta)	-8.47 / -16.04	eV
2S+1	3
frontier orbital gap (alpha / beta)	4.6 / 9.9	eV
total charge	+1

The geometry in XYZ format:
```
13
C2H7N2O2 wB97M-V/def2-TZVPD
C -0.5266 -0.2299 -0.5486
C 0.1079 0.8934 0.2605
N -1.8138 -0.6306 -0.1496
N 1.2369 0.3334 1.0469
O -1.7077 0.1981 -1.3275
O 0.4077 -1.0276 -1.1158
H -0.6552 1.3332 0.9055
H 0.4731 1.6528 -0.4338
H -2.0991 -1.5737 -0.4225
H 0.8942 -0.1415 1.8933
H 1.9035 1.0648 1.3253
H 1.7175 -0.3640 0.4473
H 0.0617 -1.5085 -1.8811
```

***

Relative energy of each structure, in kJ/mol: A 0.0; B 134.5.